# 1
{
  "formula": "C6H8",
  "method": "the ωB97M-V functional and the def2-TZVPD basis",
  "species": ["C", "C", "C", "C", "C", "C", "H", "H", "H", "H", "H", "H", "H", "H"],
  "coordinates": [[-1.6770, -0.7584, -0.0089], [-0.5953, 0.1974, -0.4728], [-0.0988, 1.2945, 0.4497], [0.7584, 0.2128, 0.0170], [1.7239, -0.7261, 0.5547], [2.1441, -0.0164, -0.4509], [-1.5636, -1.0530, 1.0787], [-1.6068, -1.4132, -0.9020], [-2.7153, -0.3508, -0.1692], [-0.8803, 0.3449, -1.5107], [0.0339, 2.2612, -0.0308], [-0.4118, 1.3457, 1.4649], [2.0912, -1.4079, 1.2736], [2.7973, 0.0692, -1.2934]],
  "smiles": "C[C@H]1CC12C=C2",
  "relative_energy_ev": 3.708,
  "spin_multiplicity": 1,
  "energy_ha": -233.2507,
  "homo_ev": -8.69
}

# 2
{
  "formula": "C5H6N",
  "method": "the ωB97M-V functional and the def2-TZVPD basis",
  "species": ["C", "N", "C", "C", "C", "C", "H", "H", "H", "H", "H", "H"],
  "coordinates": [[-1.4015, -0.8883, -0.1653], [-1.1325, 0.5580, -0.3655], [0.0768, 1.1118, -0.2219], [1.2099, 0.3917, 0.1450], [2.2555, -0.3173, -0.5788], [2.2839, -0.2096, 0.8328], [-1.9348, -1.2719, -1.0236], [-0.5097, -1.3701, 0.1026], [-2.1325, -1.0608, 0.5841], [-2.0100, 1.0131, -0.6288], [0.3839, 2.1542, -0.3688], [2.9110, -0.1107, 1.6882]],
  "smiles": "C/[NH+]=C\\C1=C=C1",
  "relative_energy_ev": 5.223,
  "total_charge": 1,
  "spin_multiplicity": 1,
  "energy_ha": -248.4237,
  "homo_ev": -14.11
}

# 3
{
  "formula": "C52H42N7O3S3Zn",
  "method": "the ωB97M-V functional and the def2-TZVPD basis",
  "species": ["Zn", "C", "O", "C", "C", "C", "C", "C", "C", "C", "N", "C", "C", "N", "C", "C", "C", "C", "N", "C", "C", "N", "C", "C", "C", "C", "H", "H", "H", "H", "H", "H", "H", "H", "H", "H", "H", "H", "H", "H", "C", "S", "O", "C", "C", "C", "C", "C", "C", "H", "H", "H", "H", "H", "H", "H", "H", "N", "C", "C", "C", "C", "C", "C", "C", "H", "H", "H", "H", "O", "S", "C", "C", "C", "C", "C", "C", "C", "C", "C", "C", "C", "C", "H", "H", "H", "H", "H", "H", "H", "H", "H", "H", "N", "C", "S", "C", "C", "C", "N", "C", "C", "H", "H", "H", "H", "H", "H"],
  "coordinates": [[-0.0814, -0.4492, 0.0707], [-6.6779, 11.7563, -1.4594], [-6.3488, 11.1222, -0.2351], [-5.7068, 9.9421, -0.2739], [-5.4343, 9.3541, 0.9639], [-4.7717, 8.1514, 1.0351], [-4.3577, 7.4922, -0.1281], [-4.6355, 8.0844, -1.3578], [-5.3037, 9.2922, -1.4384], [-3.6439, 6.2248, -0.0916], [-3.1515, 5.5992, -1.1393], [-2.5542, 4.4740, -0.6588], [-2.6865, 4.4038, 0.7192], [-3.3852, 5.5310, 1.0639], [-2.1440, 3.3517, 1.5027], [-2.2181, 3.2630, 2.9012], [-1.6029, 2.2135, 3.5374], [-0.9480, 1.2506, 2.7670], [-0.8853, 1.2962, 1.4503], [-1.4443, 2.3357, 0.8095], [-1.2695, 2.4121, -0.6263], [-0.5348, 1.4506, -1.2063], [-0.3618, 1.4781, -2.5122], [-0.8960, 2.4749, -3.3322], [-1.6337, 3.4804, -2.7569], [-1.8315, 3.4682, -1.3699], [-7.2090, 12.6637, -1.1883], [-7.3284, 11.1257, -2.0700], [-5.7815, 12.0188, -2.0264], [-5.7558, 9.8703, 1.8583], [-4.5715, 7.7342, 2.0146], [-4.3133, 7.5772, -2.2565], [-5.5034, 9.7209, -2.4100], [-3.6627, 5.8067, 1.9884], [-2.7369, 4.0255, 3.4681], [-1.6135, 2.1265, 4.6147], [-0.4393, 0.4261, 3.2463], [0.2177, 0.6647, -2.9345], [-0.7283, 2.4396, -4.3992], [-2.0713, 4.2807, -3.3385], [-2.4636, -3.4327, 3.2468], [-2.0068, -1.7154, 2.8739], [-0.8795, -1.8065, 1.8896], [-3.4649, -1.2852, 1.9040], [-3.7342, -1.9865, 0.7393], [-4.8222, -1.6208, -0.0357], [-5.6105, -0.5411, 0.3405], [-5.3154, 0.1743, 1.4926], [-4.2425, -0.2020, 2.2867], [-2.6883, -3.9700, 2.3293], [-3.3308, -3.4126, 3.9051], [-1.6159, -3.8879, 3.7549], [-3.0857, -2.7953, 0.4272], [-5.0502, -2.1763, -0.9351], [-6.4592, -0.2563, -0.2671], [-5.9254, 1.0234, 1.7719], [-4.0119, 0.3407, 3.1957], [-2.8199, -4.7026, -5.3276], [-2.4039, -4.0660, -4.4651], [-1.8989, -3.2606, -3.3976], [-0.8204, -3.6893, -2.6269], [-0.3434, -2.8879, -1.6013], [-0.9077, -1.6439, -1.2984], [-1.9920, -1.2452, -2.0881], [-2.4862, -2.0266, -3.1196], [-0.3576, -4.6444, -2.8410], [0.4991, -3.2470, -1.0198], [-2.4831, -0.2958, -1.8984], [-3.3214, -1.6864, -3.7199], [1.9880, -0.3857, -1.2195], [2.6815, 0.8735, -1.6238], [3.6527, 0.4612, -3.0893], [4.0526, -0.8435, -3.3174], [4.8191, -1.1252, -4.4370], [5.1591, -0.1099, -5.3215], [4.7361, 1.1917, -5.0915], [3.9776, 1.4828, -3.9677], [4.1387, 1.0213, -0.5546], [4.7551, -0.1161, -0.0599], [5.8627, 0.0161, 0.7605], [6.3436, 1.2804, 1.0806], [5.7099, 2.4152, 0.5938], [4.6018, 2.2874, -0.2324], [3.7419, -1.6278, -2.6386], [5.1462, -2.1400, -4.6188], [5.7471, -0.3379, -6.2003], [4.9894, 1.9781, -5.7894], [3.6279, 2.4914, -3.7801], [4.3617, -1.0927, -0.3118], [6.3540, -0.8675, 1.1478], [7.2259, 1.3830, 1.7011], [6.0801, 3.3997, 0.8478], [4.1015, 3.1625, -0.6308], [5.0383, 0.7167, 4.9872], [4.2224, -0.3417, 4.8502], [4.1462, -1.5434, 5.9713], [3.3281, -0.3409, 3.6683], [2.8831, -1.5363, 3.1098], [1.9983, -1.4967, 2.0505], [1.5465, -0.3542, 1.5308], [1.9890, 0.7896, 2.0445], [2.8683, 0.8496, 3.1087], [5.6503, 0.7354, 5.7862], [5.2152, 1.3417, 4.2173], [3.2235, -2.4731, 3.5255], [1.6172, -2.4062, 1.6059], [1.6176, 1.6976, 1.5861], [3.1582, 1.8097, 3.5122]],
  "relative_energy_ev": 0.332,
  "total_charge": 1,
  "spin_multiplicity": 1,
  "energy_ha": -5589.5416,
  "homo_ev": -9.87
}

# 4
{
  "formula": "C3H6OS2",
  "method": "the ωB97M-V functional and the def2-TZVPD basis",
  "species": ["C", "O", "C", "S", "C", "S", "H", "H", "H", "H", "H", "H"],
  "coordinates": [[1.1904, 0.7924, 0.6550], [0.2598, 1.6641, 0.1752], [-0.8862, 1.1859, -0.5675], [-1.6345, -0.4282, 0.1352], [-0.0887, -1.4236, 0.2475], [1.3803, -0.6671, -0.4264], [2.1273, 1.3660, 0.5910], [0.9719, 0.5003, 1.6703], [-1.6488, 1.9669, -0.6099], [-0.6082, 1.0320, -1.5877], [-0.2489, -2.4235, -0.1399], [0.1039, -1.5575, 1.3238]],
  "smiles": "C1OCSCS1",
  "relative_energy_ev": 1.345,
  "spin_multiplicity": 1,
  "energy_ha": -989.4791,
  "homo_ev": -8.93
}

# 5
{
  "formula": "C34H51CuN4OP2",
  "method": "the ωB97M-V functional and the def2-TZVPD basis",
  "species": ["C", "C", "C", "C", "C", "H", "H", "H", "N", "P", "P", "C", "H", "H", "C", "H", "C", "C", "C", "C", "C", "H", "H", "H", "C", "H", "H", "H", "C", "H", "H", "H", "C", "H", "H", "H", "C", "H", "H", "H", "C", "H", "H", "H", "C", "H", "H", "H", "C", "H", "H", "H", "C", "H", "H", "H", "C", "H", "H", "H", "C", "H", "H", "H", "C", "H", "H", "H", "Cu", "C", "O", "N", "C", "C", "C", "C", "C", "H", "C", "H", "C", "H", "H", "H", "N", "C", "C", "N", "C", "H", "H", "H", "H"],
  "coordinates": [[-1.6434, -1.6750, -1.6518], [0.6362, -1.8138, -1.8124], [-1.7979, -2.6203, -2.6834], [0.5794, -2.8401, -2.7615], [-0.6740, -3.2475, -3.2108], [-2.8030, -2.8217, -3.0450], [1.5283, -3.2014, -3.1678], [-0.7470, -3.9982, -3.9961], [-0.4497, -1.3924, -1.1442], [-3.0277, -0.4964, 0.5577], [2.6490, -0.4230, -0.1054], [-2.8021, -0.7443, -1.2259], [-2.6103, 0.2561, -1.6661], [-3.7271, -1.1181, -1.6934], [1.8529, -0.9194, -1.7671], [2.5782, -1.2003, -2.5327], [4.1658, 0.5484, -0.5680], [2.9709, -1.5286, 1.5424], [-3.5397, 1.2365, 0.8851], [-4.1613, -1.8630, 1.0588], [4.0152, 1.9656, 0.0300], [3.9723, 1.9491, 1.1248], [4.8825, 2.5791, -0.2591], [3.1154, 2.4739, -0.3348], [5.4755, -0.0748, -0.0777], [5.5830, -0.1305, 1.0087], [5.6364, -1.0705, -0.5076], [6.2951, 0.5628, -0.4434], [4.3640, 0.6742, -2.0958], [5.1875, 1.3858, -2.2712], [4.6666, -0.2808, -2.5481], [3.4923, 1.0707, -2.6326], [3.4944, -0.6243, 2.6650], [2.7720, 0.1614, 2.9179], [3.6496, -1.2301, 3.5753], [4.4547, -0.1499, 2.4384], [1.7141, -2.2288, 2.0675], [0.9305, -1.5306, 2.3804], [1.2886, -2.9161, 1.3258], [1.9791, -2.8300, 2.9585], [3.9758, -2.6408, 1.2063], [4.9523, -2.2725, 0.8854], [4.1493, -3.2463, 2.1103], [3.5832, -3.3096, 0.4291], [-4.6666, -1.6246, 2.4911], [-5.2144, -2.5257, 2.8085], [-3.8409, -1.4639, 3.1971], [-5.3696, -0.7805, 2.5412], [-3.3484, -3.1734, 0.9996], [-2.9319, -3.3521, -0.0025], [-2.5326, -3.1774, 1.7328], [-4.0302, -4.0061, 1.2367], [-5.3732, -1.9996, 0.1118], [-6.0008, -2.8218, 0.4881], [-5.9857, -1.0892, 0.0874], [-5.0734, -2.2585, -0.9117], [-2.5850, 2.2029, 0.1485], [-2.7561, 2.2029, -0.9376], [-2.7658, 3.2217, 0.5273], [-1.5190, 1.9820, 0.3392], [-3.4717, 1.5448, 2.3958], [-2.4454, 1.5037, 2.7798], [-3.8487, 2.5697, 2.5411], [-4.1014, 0.8680, 2.9854], [-4.9705, 1.4681, 0.3752], [-5.0548, 1.2672, -0.7021], [-5.7082, 0.8613, 0.9169], [-5.2206, 2.5263, 0.5440], [0.0615, 0.3901, 0.8532], [-1.4447, -0.6226, 1.5590], [-1.3388, -1.2276, 2.6212], [1.4668, 0.8552, -0.3941], [1.4047, 0.4495, -1.7019], [1.0031, 1.2232, -2.8617], [0.5602, 2.5690, -2.7575], [1.1797, 0.6629, -4.1564], [0.4567, 3.3457, -3.9171], [0.3655, 2.9905, -1.7625], [1.0561, 1.4434, -5.3021], [1.4898, -0.3802, -4.2484], [0.7025, 2.7954, -5.1865], [0.2067, 4.4120, -3.8555], [1.2755, 1.0057, -6.2828], [0.6152, 3.4026, -6.0946], [1.0849, 3.6214, 3.2410], [0.7739, 2.7961, 4.3170], [0.4273, 1.5898, 3.7740], [0.5108, 1.6836, 2.3898], [0.9202, 2.9163, 2.0984], [1.3752, 4.5931, 3.2821], [0.8165, 3.1114, 5.3454], [0.1306, 0.6777, 4.2684], [1.1090, 3.3253, 1.1125]],
  "total_charge": 1,
  "spin_multiplicity": 2,
  "energy_ha": -3943.3216,
  "homo_ev": [-7.79, -8.85],
  "s2": 0.78
}